No. 1
{
  "formula": "C2H9NS",
  "method": "ωB97M-V with the def2-TZVPD basis set",
  "total_charge": 1,
  "lumo_ev": [-5.725, -8.380],
  "de_lowest_kcal_mol": 68.74,
  "gap_ev": [10.0, 7.1],
  "multiplicity": 2,
  "elements": ["C", "C", "S", "H", "H", "H", "H", "H", "N", "H", "H", "H", "H"],
  "coordinates": [[-1.757761, 0.830516, 0.833067], [-0.906157, -0.180318, 1.593931], [0.544017, -0.826296, 0.214948], [-2.383897, 0.443579, 0.018035], [-1.136416, 1.607596, 0.363425], [-2.455347, 1.391815, 1.482649], [-1.404921, -1.132284, 1.818948], [-0.232643, 0.178930, 2.386417], [1.338830, 0.739089, -2.461791], [1.474598, -0.004405, -0.838460], [1.633935, 1.314840, -1.660933], [1.942652, -0.070396, -2.390898], [0.469465, 0.416246, -1.947797]],
  "forces_ev_per_a": [[0.0, 0.9, -0.2], [0.6, 0.5, -1.6], [0.2, -0.4, 0.2], [0.3, -0.5, 0.4], [0.0, -0.2, 0.4], [0.4, -0.5, 0.1], [0.5, 0.2, -0.2], [-0.5, 0.0, -0.3], [-1.5, -0.5, 3.3], [-1.7, -0.4, 1.8], [0.8, 1.1, -0.9], [0.6, -0.5, -1.0], [0.2, 0.3, -2.2]],
  "lowdin_charge": [-0.1638, -0.2658, 0.8653, 0.0892, 0.0758, 0.1035, 0.0848, 0.0837, 0.0514, 0.0022, 0.0355, 0.0323, 0.0059]
}

No. 2
{
  "formula": "C16H16N2O4S",
  "method": "ωB97M-V with the def2-TZVPD basis set",
  "lumo_ev": 0.220,
  "de_lowest_kcal_mol": 355.96,
  "gap_ev": 8.9,
  "multiplicity": 1,
  "elements": ["C", "C", "C", "C", "C", "C", "C", "H", "H", "N", "S", "O", "O", "C", "C", "C", "C", "C", "C", "H", "O", "C", "O", "N", "C", "H", "H", "H", "H", "H", "H", "C", "H", "H", "H", "H", "H", "H", "H"],
  "coordinates": [[-2.670272, -2.889997, 1.619561], [-1.713723, -1.783251, 1.958575], [-0.437181, -2.175863, 1.895799], [0.638231, -1.137459, 2.038084], [0.233612, 0.358493, 2.322255], [-0.978513, 0.503806, 2.337100], [-1.825133, -0.476400, 2.069073], [-3.198103, -0.171385, 2.143001], [-1.426671, 1.498762, 2.568874], [1.231915, 1.171655, 2.593391], [1.029053, 2.397160, 1.653112], [2.301266, 3.117171, 1.659101], [-0.003270, 3.547193, 2.219972], [0.740280, 1.918643, 0.076391], [-0.639410, 2.121036, -0.436752], [-0.733359, 1.469724, -1.699830], [0.291200, 1.068781, -2.332754], [1.588151, 0.944928, -1.921431], [1.681924, 1.413390, -0.582105], [2.891634, 1.382118, -0.299530], [2.227685, 0.398642, -2.880037], [1.617925, -0.182487, -3.985321], [1.906369, -0.693358, -4.873263], [0.345061, 0.221232, -3.660336], [-1.164697, 0.122269, -4.578362], [-1.663677, -0.510687, -3.989382], [-1.230069, 1.244818, -4.797500], [-0.584683, -0.476249, -5.389359], [-1.752130, 1.498659, -2.083283], [-1.220699, 2.488490, 0.261277], [2.075242, 0.743968, 2.582205], [2.013982, -1.475547, 1.847609], [2.188260, -2.651895, 1.640971], [2.671361, -0.838375, 1.133819], [2.641930, -1.374562, 2.828364], [-0.136834, -3.320781, 1.537008], [-2.575529, -3.428391, 0.757674], [-3.473495, -2.551910, 1.329008], [-2.887636, -3.492337, 2.437019]],
  "forces_ev_per_a": [[5.3, 0.0, 3.3], [-0.1, -2.9, -1.6], [7.6, -0.2, -0.8], [-4.4, 0.3, -0.2], [7.8, -11.5, -0.2], [-9.0, 5.8, 1.1], [-10.4, 0.8, 0.6], [4.3, -0.5, -0.3], [0.4, -0.7, -0.2], [-1.5, 1.9, 1.4], [1.0, 13.1, 3.3], [0.0, -1.6, -0.4], [2.2, -6.1, -2.5], [-8.9, 2.9, 1.4], [7.5, -4.3, -3.3], [-7.4, 4.4, 4.5], [4.0, -5.7, -7.3], [-5.1, 2.3, 2.3], [12.4, -4.1, -5.1], [-3.5, 0.2, 0.4], [8.6, -2.0, -0.3], [-9.7, 9.7, 13.9], [7.0, -8.4, -13.3], [-6.0, 2.6, 1.7], [9.0, 2.4, -2.1], [-2.8, -1.6, 2.1], [-1.0, -2.1, 0.3], [-1.9, 1.2, 0.7], [0.3, -0.4, -0.5], [-3.8, 1.9, 2.6], [3.6, -1.0, 0.0], [4.8, -2.3, 0.8], [-0.5, 2.8, 0.0], [-1.4, -1.1, 0.6], [-1.1, 0.0, -1.2], [-0.6, 3.2, 1.3], [2.2, -1.9, -2.1], [-8.9, 4.4, -1.9], [-0.1, -1.3, 1.5]],
  "lowdin_charge": [-0.0181, -0.3211, 0.0069, -0.1273, -0.3570, -0.1507, -0.0684, 0.2141, 0.1503, -0.0125, 0.7816, -0.3155, -0.3444, -0.3630, 0.0850, -0.0253, -0.1332, -0.2115, -0.0308, 0.2094, 0.1612, -0.6174, 0.2880, 0.0770, 0.1180, 0.0083, 0.1103, 0.0979, 0.1289, 0.0470, 0.0803, -0.1223, 0.1285, 0.0972, 0.1095, 0.1769, 0.0727, -0.0158, 0.0852]
}

No. 3
{
  "formula": "C4H9NO",
  "method": "ωB97M-V with the def2-TZVPD basis set",
  "lumo_ev": 0.669,
  "de_lowest_kcal_mol": 80.52,
  "gap_ev": 8.8,
  "smiles": "CC(C)C(N)=O",
  "multiplicity": 1,
  "elements": ["C", "C", "C", "C", "N", "O", "H", "H", "H", "H", "H", "H", "H", "H", "H"],
  "coordinates": [[-1.399547, -0.843550, 0.761016], [-0.317830, 0.188883, 0.570758], [-0.568748, 1.200103, -0.527652], [1.103595, -0.757450, -0.068780], [2.038799, -0.320255, -0.935182], [1.402792, -0.791361, 1.157120], [-1.082074, -1.586976, 1.489889], [-2.298701, -0.346432, 1.141007], [-1.642400, -1.341927, -0.175853], [-0.123580, 0.720766, 1.501971], [0.278111, 1.877794, -0.649451], [-0.792735, 0.714825, -1.478783], [-1.429842, 1.812313, -0.227231], [3.010071, -0.285566, -0.643015], [1.822088, -0.241165, -1.915814]],
  "forces_ev_per_a": [[-0.1, 0.3, 0.1], [-0.7, -0.7, -3.1], [-0.5, 0.3, 0.3], [-1.3, 3.6, 4.7], [0.0, -0.4, -1.0], [2.1, -2.4, -0.8], [0.0, 0.0, 0.0], [0.0, -0.1, 0.0], [0.0, 0.0, 0.0], [0.7, -0.4, -0.2], [0.0, -0.1, 0.0], [0.0, 0.0, 0.0], [0.0, 0.0, -0.2], [-0.2, -0.1, 0.0], [0.1, -0.1, 0.1]],
  "lowdin_charge": [-0.0975, -0.2937, -0.1087, -0.3744, 0.1171, -0.0469, 0.0806, 0.0820, 0.0807, 0.1237, 0.0765, 0.0799, 0.0812, 0.1063, 0.0932]
}

Number 1: calculated total energy -534.114309 a.u., strongest force on any atom 0.071 Eh/bohr. Number 2: calculated total energy -1427.445615 a.u., strongest force on any atom 0.379 Eh/bohr. Number 3: calculated total energy -287.704137 a.u., strongest force on any atom 0.117 Eh/bohr.